Record 1
Formula: C2H4N4
Source: OMol25
Level of theory: ωB97M-V/def2-TZVPD

Results
LUMO   0.92 eV
Orbital gap   9.166 eV

CARTESIAN COORDINATES (ANGSTROEM)
N  0.622608  1.665643  0.076729
N  0.093840  -1.563867  -0.620401
N  1.536433  0.898246  0.409567
N  -0.320038  0.996610  -0.741449
C  -0.529190  -0.393506  -0.362130
C  -1.485590  0.406378  -0.018549
H  -0.380611  -2.396901  -0.304202
H  1.086665  -1.543472  -0.426726
H  -2.519965  0.671417  0.112342
H  2.220932  1.464226  0.923748

Atomic forces in eV per Å
N 0.476 -0.373 0.233
N -0.049 0.025 0.054
N -0.237 0.505 -0.082
N 0.044 -0.072 -0.141
C -0.147 0.072 0.059
C -0.062 -0.225 -0.036
H 0.045 0.088 0.037
H -0.137 0.018 -0.115
H 0.160 -0.008 -0.007
H -0.092 -0.028 -0.001

***

Record 2
Formula: C4H16N2O2
Source: OMol25
Level of theory: ωB97M-V/def2-TZVPD

Results
LUMO   0.76 eV
Orbital gap   9.517 eV

CARTESIAN COORDINATES (ANGSTROEM)
O  -0.960127  2.011714  2.941797
O  -0.328775  -2.042953  1.466895
N  1.679778  2.003774  0.898943
N  0.550229  -0.648385  -0.190013
C  0.008016  0.679830  -0.444085
C  -0.122769  -1.652132  -1.214148
C  -1.530431  -1.405287  -1.650022
C  1.070016  1.744182  -0.413261
H  -1.661693  -1.320679  -2.722589
H  -0.537170  0.748230  0.497738
H  -0.713293  1.264083  2.260243
H  1.572045  -0.696951  -0.345978
H  -0.802222  -1.447979  0.772408
H  -0.681385  0.594954  -1.358716
H  1.885736  1.347989  1.612370
H  1.970135  1.380042  -1.064017
H  2.731777  2.237504  0.735626
H  -0.980099  -2.450240  2.024829
H  -0.051742  2.460600  2.890004
H  0.449771  -1.665191  -2.255154
H  0.680649  2.738787  -0.842795
H  -0.004870  -2.749187  -0.993777
H  -2.160098  -2.407901  -1.444511
H  -2.063471  -0.724804  -1.161792

Atomic forces in eV per Å
O 3.055 -1.389 -2.294
O -1.353 0.928 -0.878
N 3.082 2.285 -0.348
N 0.285 -1.875 -3.640
C -0.370 -0.730 0.280
C 3.659 -0.680 -2.318
C -0.963 -5.729 -1.093
C 1.770 0.245 -1.709
H 0.198 0.544 -0.077
H -1.141 1.159 -0.451
H -1.157 1.892 2.061
H -0.906 -0.002 -0.002
H 1.371 -1.786 2.468
H 1.234 1.245 1.398
H -1.120 -1.859 0.265
H -1.818 0.662 0.320
H -2.563 0.212 -0.015
H -0.719 -0.329 0.424
H -1.912 -0.453 0.302
H -0.476 0.577 2.019
H 0.601 -1.485 0.731
H 0.094 1.429 0.889
H 1.266 2.005 -0.275
H -2.115 3.134 1.945

***

Record 3
Formula: C6H12N2
Source: OMol25
Level of theory: ωB97M-V/def2-TZVPD

Results
LUMO   0.88 eV
Orbital gap   9.448 eV

CARTESIAN COORDINATES (ANGSTROEM)
N  0.211808  -0.625445  -1.263455
N  0.122832  1.522437  -1.714733
C  -2.320201  1.927339  -1.941895
C  0.945866  0.560403  -1.518206
C  1.722270  -0.789435  3.055830
C  -1.167068  1.050796  -1.671473
C  -1.098441  -0.291094  -1.405016
C  0.939336  -1.406463  1.905301
H  2.731734  -1.182782  3.135490
H  -2.223207  2.229481  -2.990170
H  1.257379  -0.897757  4.038077
H  -1.873211  -1.011464  -1.205243
H  1.177492  -0.988498  0.920193
H  -0.082300  -1.034984  1.986316
H  0.639166  -1.515302  -1.408733
H  -2.364517  2.733626  -1.213913
H  -3.280251  1.410848  -1.935477
H  0.898227  -2.479274  1.724420
H  2.014515  0.494856  -1.431265
H  1.748574  0.292713  2.933960

Atomic forces in eV per Å
N 1.527 1.650 -0.754
N 0.278 1.877 -0.430
C -0.416 -0.245 -0.513
C -1.470 -2.610 0.757
C 0.109 -0.158 0.119
C 0.819 -1.393 0.466
C -0.860 -0.044 0.128
C -0.911 0.902 -0.787
H 0.187 0.129 -0.030
H 0.025 0.738 0.326
H -0.157 -0.471 -0.129
H -0.090 -0.017 -0.206
H 0.646 0.052 0.387
H -0.349 -0.362 0.163
H -0.179 -0.553 0.263
H 0.017 0.348 -0.375
H 0.111 -0.286 0.361
H 0.243 -0.148 0.727
H 0.184 0.560 -0.213
H 0.286 0.033 -0.261

***

Record 4
Formula: C7H10OS
Source: OMol25
Level of theory: ωB97M-V/def2-TZVPD

Results
LUMO   0.83 eV
Orbital gap   9.054 eV

CARTESIAN COORDINATES (ANGSTROEM)
S  -3.004495  1.194524  0.539099
O  -2.888410  -1.960202  -1.240276
C  -0.630621  1.103764  -0.827747
C  -0.996166  -0.352049  1.237949
C  -1.896033  -1.443544  -1.212914
C  -1.413519  0.483873  0.325372
C  0.318167  -0.913265  1.212410
C  1.060381  -0.705554  -0.102366
C  0.944160  0.707725  -0.639430
H  0.933198  -0.444684  1.952497
H  0.569070  -1.249038  -0.847810
H  -1.035303  2.140963  -0.751498
H  -1.696301  -0.700024  1.967862
H  -1.168825  0.558148  -1.662508
H  2.200350  -1.023752  0.100592
H  0.174857  -1.938896  1.401915
H  1.375478  0.707805  -1.559372
H  -3.329412  0.365759  1.600955
H  1.379649  1.369696  0.151527

Atomic forces in eV per Å
S -0.954 -0.501 0.516
O -1.041 -0.440 0.154
C -0.649 -1.654 1.273
C -0.788 0.267 -0.106
C 0.553 -0.615 -0.762
C -0.172 1.846 0.207
C 1.619 0.218 -0.832
C 1.913 0.029 1.294
C -2.883 1.184 3.257
H 0.380 -0.052 1.070
H -0.092 -1.701 -1.069
H 1.404 -0.251 -0.741
H -0.148 -0.116 0.618
H 1.273 1.111 0.110
H -2.520 0.662 -0.961
H 0.554 -1.548 0.487
H 1.675 0.712 -2.461
H 0.002 0.808 -0.870
H -0.126 0.043 -1.185